[1]
DFT (ωB97M-V/def2-TZVPD) results for a single C5H3N molecule at a distorted geometry.

XYZ file:
```
9
Properties=species:S:1:pos:R:3:forces:R:3
C 0.4763 -0.9239 0.3382 -0.051 -0.313 0.130
C 0.3858 -2.2425 0.1640 0.190 0.935 -0.084
C 0.2519 -3.5038 0.0291 0.029 -0.195 -0.038
C -0.6143 0.0133 -0.2361 0.749 1.968 0.695
C -1.8461 -0.5136 0.3356 -0.948 0.149 -0.946
N -2.8361 -0.7570 0.8624 0.092 -0.210 0.020
H 1.2547 -0.5612 1.0361 -0.441 0.175 -0.669
H -0.6541 1.0525 0.2999 0.898 -1.597 -1.085
H -0.5196 0.2441 -1.3718 -0.519 -0.910 1.977
```
Positions in Å, forces in eV/Å.

Its multiplicity is 1. As for the total charge: 0. Its orbital gap is 8.4 eV. The value obtained for the HOMO energy is -0.3873 Eh.

=====

[2]
DFT (ωB97M-V/def2-TZVPD) results for a single C5H3N3 molecule at a distorted geometry.

XYZ file:
```
11
Properties=species:S:1:pos:R:3:forces:R:3
N -3.5017 0.3927 -0.0875 6.788 -1.332 2.470
C -2.3373 0.0588 0.1787 -14.438 5.751 -1.744
C -1.3100 -0.6125 -0.1348 9.387 -6.991 0.523
C 0.0164 -0.2500 -0.0923 -2.098 -0.431 0.586
C 0.4732 1.1162 0.0613 0.748 1.742 -2.969
N 1.7934 1.0996 -0.1297 -1.675 1.371 1.792
C 2.0998 -0.2162 0.0269 1.369 -5.834 0.637
N 1.0780 -1.1478 -0.0759 2.345 3.383 0.352
H -1.3244 -1.7758 -0.0036 -0.656 1.962 -0.869
H -0.2118 2.0408 -0.1246 1.570 -1.642 0.729
H 3.2243 -0.7058 0.3815 -3.338 2.022 -1.508
```
Positions in Å, forces in eV/Å.

Its multiplicity is 1. The SMILES is N#C/C=C1\C=NC=N1. As for the total charge: 0. Its orbital gap is 7.4 eV. The value obtained for the HOMO energy is -0.3626 Eh.

=====

[3]
DFT (ωB97M-V/def2-TZVPD) results for a molecular structure, C5H3N5O4Yb at a distorted geometry.

XYZ file:
```
18
Properties=species:S:1:pos:R:3:forces:R:3
O 0.7077 2.5137 -2.0189 -3.287 -5.800 0.959
C 0.1367 1.5029 -1.8611 7.320 13.870 -4.130
Yb -0.7376 -0.1764 -1.2999 0.159 -0.144 6.544
O 1.1771 -1.6029 -3.5401 -5.143 3.629 4.861
C 0.4213 -1.0659 -2.8070 8.237 -6.006 -8.813
C -2.4205 0.6012 -2.2739 -12.100 5.995 -5.331
O -3.4216 1.0930 -2.6794 7.078 -3.519 2.723
C -1.7361 -1.8828 -1.3019 -8.412 -14.610 0.365
O -2.3042 -2.8992 -1.1601 3.419 6.112 -0.777
N 0.4649 0.3543 3.8053 0.617 -0.354 -4.208
N 0.7119 0.2355 2.4078 -1.207 0.234 2.841
N 1.9740 0.2321 1.8997 -1.767 -0.202 -1.611
C 1.6949 0.1022 0.5827 2.112 0.179 1.864
N 0.3900 0.0284 0.3242 1.212 0.457 4.248
N -0.2781 0.1227 1.5453 1.582 0.145 0.335
H -0.4825 0.3485 4.1270 -0.610 -0.042 -0.268
H 1.2337 0.4375 4.4399 0.876 0.003 -0.100
H 2.4685 0.0550 -0.1898 -0.087 0.052 0.497
```
Positions in Å, forces in eV/Å.

Its multiplicity is 2. As for the total charge: +3. Its orbital gap (spin up / spin down) is 5.1 / 5.1 eV. The value obtained for the HOMO energy (spin up / spin down) is -0.7751 / -0.7748 Eh. The expectation value of S² is 0.752.

=====

[4]
DFT (ωB97M-V/def2-TZVPD) results for a single C5H3NO molecule.

XYZ file:
```
10
Properties=species:S:1:pos:R:3:forces:R:3
C -1.1455 -0.5103 -2.2274 0.201 0.094 0.390
C -0.6048 -0.2559 -1.1791 -0.201 -0.071 -0.405
C 0.0199 -0.0061 0.0680 0.004 -0.035 0.036
C 0.0133 -0.8820 1.2334 0.103 0.002 0.226
O 0.6009 -0.6161 2.2721 -0.220 -0.103 -0.355
N 1.4334 1.6031 1.3470 -0.440 -0.170 -0.755
C 0.7748 1.0713 0.4581 0.245 -0.038 0.672
H -1.6204 -0.7377 -3.1566 0.089 0.054 0.180
H -0.5672 -1.8119 1.1166 0.068 0.072 0.002
H 1.0957 2.1455 0.0681 0.151 0.196 0.010
```
Positions in Å, forces in eV/Å.

Its multiplicity is 1. As for the total charge: 0. Its orbital gap (spin up / spin down) is 7.4 / 7.4 eV. The value obtained for the HOMO energy (spin up / spin down) is -0.3180 / -0.3180 Eh.

=====

[5]
DFT (ωB97M-V/def2-TZVPD) results for a single C5H3NO molecule at a distorted geometry.

XYZ file:
```
10
Properties=species:S:1:pos:R:3:forces:R:3
N 0.5173 0.9686 2.8159 -0.497 -0.519 -0.840
C 0.0927 0.5071 1.8330 0.533 0.678 0.466
C -0.3632 0.0894 0.5701 1.116 0.636 -1.035
C -0.6894 -1.2192 0.2149 -0.048 0.346 0.010
O -0.6051 -1.8105 -0.8611 0.135 0.874 0.121
C 0.4161 0.3809 -1.8404 -0.185 -0.225 1.023
C 0.5684 1.0321 -0.7863 -0.970 -1.273 0.754
H -1.1710 -1.6591 1.1228 0.082 -0.234 -0.376
H 0.1914 -0.2016 -2.7115 0.144 0.096 0.078
H 1.0431 1.9123 -0.3575 -0.310 -0.379 -0.200
```
Positions in Å, forces in eV/Å.

Its multiplicity is 1. As for the total charge: 0. Its orbital gap (spin up / spin down) is 6.8 / 6.8 eV. The value obtained for the HOMO energy (spin up / spin down) is -0.3308 / -0.3308 Eh.

=====

[6]
DFT (ωB97M-V/def2-TZVPD) results for a single C5H3NO molecule at a distorted geometry.

XYZ file:
```
10
Properties=species:S:1:pos:R:3:forces:R:3
C -1.7542 1.3417 -0.7163 0.496 -0.230 0.029
C -0.6495 0.8738 -0.6266 -0.518 0.197 -0.037
C 0.6974 0.3148 -0.4766 0.043 0.052 -0.004
C 0.8110 -0.4229 0.8510 0.159 0.191 0.277
O 1.3424 0.0271 1.8305 -0.218 -0.229 -0.463
C 0.2123 -1.7810 0.8854 -0.376 -0.977 0.128
N -0.2097 -2.8575 0.9231 0.394 1.094 -0.097
H -2.7322 1.7622 -0.8078 0.177 -0.089 0.024
H 0.9170 -0.3727 -1.3035 -0.046 0.095 0.151
H 1.4455 1.1134 -0.4652 -0.111 -0.105 -0.007
```
Positions in Å, forces in eV/Å.

Its multiplicity is 1. The SMILES is C#CCC(=O)C#N. As for the total charge: 0. Its orbital gap is 10.2 eV. The value obtained for the HOMO energy is -0.3952 Eh.

=====

[7]
DFT (ωB97M-V/def2-TZVPD) results for a single C5H3NO molecule at a distorted geometry.

XYZ file:
```
10
Properties=species:S:1:pos:R:3:forces:R:3
C -1.9773 -0.2727 2.3549 0.295 0.035 -0.282
C -1.0880 -0.1664 1.4586 -0.195 -0.087 0.439
C -0.1708 -0.0268 0.4752 0.714 -0.033 -0.082
C 1.1378 -0.5233 0.3392 -0.555 0.327 0.433
O 1.6797 -0.0695 -0.7840 1.167 -0.820 0.503
N 0.8899 0.6436 -1.5406 -0.669 0.595 -0.464
C -0.3743 0.5523 -0.8939 -0.644 -0.344 -0.153
H -0.8153 -0.3958 -1.2818 -0.257 0.313 -0.621
H 1.7736 -1.1184 0.9735 -0.019 0.102 0.015
H -1.0552 1.3769 -1.1011 0.163 -0.088 0.211
```
Positions in Å, forces in eV/Å.

Its multiplicity is 1. As for the total charge: 0. Its orbital gap (spin up / spin down) is 7.0 / 8.2 eV. The value obtained for the HOMO energy (spin up / spin down) is -0.3457 / -0.3490 Eh.

=====

[8]
DFT (ωB97M-V/def2-TZVPD) results for a single C5H3NO2 molecule at a distorted geometry.

XYZ file:
```
11
Properties=species:S:1:pos:R:3:forces:R:3
C -2.7252 -0.2848 -0.0369 -0.148 0.058 0.155
C -1.5228 -0.3694 0.0145 0.009 0.127 -0.113
C -0.0906 -0.3545 0.0275 -0.600 -1.453 -0.257
N 0.7549 -1.5067 -0.0230 -0.491 1.045 0.668
C 1.9251 -1.0107 0.0209 0.328 0.534 -0.887
O 1.9643 0.3998 -0.0312 1.456 -1.530 0.413
C 0.7061 0.7279 0.0060 -1.151 1.089 -0.191
O 0.4315 2.0327 -0.0255 0.300 -0.249 0.146
H -3.8065 -0.2111 -0.0345 0.778 -0.101 -0.039
H 2.8741 -1.5161 -0.0584 -0.011 0.145 0.133
H -0.5110 2.0929 0.1405 -0.470 0.333 -0.028
```
Positions in Å, forces in eV/Å.

Its multiplicity is 1. The SMILES is C#Cc1ncoc1O. As for the total charge: 0. Its orbital gap is 9.4 eV. The value obtained for the HOMO energy is -0.3198 Eh.